1.
Here is an isolated ion of composition C8H19N5S and charge +2 from the OMol25 dataset. Energies are from the ωB97M-V functional and the def2-TZVPD basis.

```
33
Properties=species:S:1:pos:R:3
S -3.21713 -1.51538 -0.22291
C 3.44451 0.27613 -0.86157
N -0.54480 2.25182 0.28043
C -0.02805 0.98515 0.09217
H -3.66487 -2.31149 1.99767
H 4.18540 -0.01788 -0.21810
H 1.86466 1.56504 0.27605
H 1.21414 -2.22178 -0.53885
H -2.55252 -0.91103 2.02537
C -2.02862 -0.30525 -0.75865
H 1.39967 -1.06961 1.57024
H 3.39706 1.35706 -0.87859
N -2.71939 1.66340 0.66690
H -1.88870 1.27890 -2.00212
N -0.86714 -0.22203 -0.00683
H -2.75449 0.00750 -2.57636
H -3.64272 1.87840 1.00836
C -1.87953 2.58131 0.47922
H -0.59246 -1.15098 0.39903
H -1.86110 -2.39048 1.55173
N 1.28174 0.82159 -0.04291
H 2.77562 -1.93210 1.04701
H 3.64424 -0.14985 -1.79811
H 0.15698 2.97662 0.32826
H 0.71032 -0.95548 -1.82131
H -2.06690 3.69182 0.69292
H 2.97128 -0.27495 1.68413
C 1.44353 -1.42074 -1.14604
C 2.19926 -0.31922 -0.25871
C -2.85146 -1.79247 1.54095
H 2.28179 -1.74339 -1.78766
N -2.17823 0.35399 -1.89051
C 2.36792 -0.98461 1.16881
```

Values from the calculation:
Net charge: +2
LUMO (eV): -8.2

natural (NBO) population analysis, charges in e, atoms 1 to 8:
1. S 0.439
2. C -0.625
3. N -0.587
4. C 0.705
5. H 0.292
6. H 0.242
7. H 0.424
8. H 0.217


2.
Here is a 2-piece molecular cluster, C8H19NO overall from the OMol25 dataset. Energies are from the ωB97M-V functional and the def2-TZVPD basis.

```
29
Properties=species:S:1:pos:R:3
C -1.17148 -2.68083 -1.25621
C 0.24123 -3.37699 -1.17195
N -0.14282 2.93239 2.37753
H -2.09436 -3.24605 -1.24298
H -1.75773 -0.07042 0.27717
H 1.21667 2.97074 0.82406
H 1.58008 -1.71841 -1.37370
C -1.57916 0.93260 0.65979
C 0.28304 1.19587 -0.97979
H 1.58434 -2.81136 -2.74684
C 0.15527 2.74451 0.96340
H 1.32916 1.45865 -1.12985
H -1.14210 2.87415 2.53882
H 0.13204 0.17933 -1.33410
H 0.15193 -4.45824 -1.23774
H 1.81214 0.50276 1.13848
H -0.32780 1.86264 -1.58776
H 2.38423 -3.27203 -1.24001
H -1.86761 0.94048 1.70888
H -1.16500 -1.74562 -1.80097
H -2.21527 1.63156 0.11609
C 0.75266 0.33018 1.32351
H 0.56393 0.48367 2.38281
H 0.16078 3.85097 2.68010
O -0.40087 -2.77188 -0.10104
C 1.51839 -2.76454 -1.66285
H 0.51419 -0.69973 1.06465
H -0.41597 3.42814 0.31066
C -0.09990 1.29748 0.49983
```

Values from the calculation:
Net charge: 0
LUMO (eV): 1.0
SMILES: C[C@@H]1CO1.CC(C)(C)CN

natural (NBO) population analysis, charges in e, atoms 1 to 8:
1. C -0.121
2. C 0.080
3. N -0.841
4. H 0.183
5. H 0.214
6. H 0.187
7. H 0.225
8. C -0.613


In kcal per mole, the relative energy (zero: lowest compared OMol25 entry of this formula, charge and spin) values for the records above are, in order, 47.30 49.78.
In hartree, the E values for the records above are, in order, -987.53507 -446.15340.